Entry 1:
The following is a DFT calculation (ωB97M-V/def2-TZVPD) of a molecular structure, C34H41IrN7O2S.

```
86
Properties=species:S:1:pos:R:3:forces:R:3:lowdin_spin:R:1
N -1.30518 0.37888 1.37903 -0.80 0.75 0.08 -0.0048
C -2.76047 3.92823 -0.39798 -0.12 -0.04 -0.05 -0.0004
C -1.24187 2.77313 1.06607 -0.11 0.04 -0.38 -0.0004
N 0.56761 -2.95344 -0.27229 0.37 -0.19 -0.04 0.0022
H 0.60007 0.21197 3.39195 -0.09 0.01 0.03 -0.0001
C 2.09375 3.83120 0.20794 -0.05 -0.04 -0.05 -0.0004
C -0.23850 -4.18562 -0.36377 -0.09 0.01 0.02 0.0009
H -3.52834 1.08071 2.56384 0.02 0.00 -0.07 0.0000
C 4.22455 0.41920 -3.28184 -0.01 -0.12 -0.12 0.0011
C 1.97520 -1.22960 -3.08730 0.04 0.01 0.04 0.0009
N 1.57170 -0.46336 -0.75400 0.02 -0.02 -0.05 0.0908
H -4.23873 2.70186 -1.35321 -0.03 0.03 -0.04 0.0000
C -3.19490 -1.95620 -0.91749 -0.12 0.26 -0.20 0.0057
H -3.67505 -1.29802 -0.19384 0.02 0.04 -0.06 0.0004
O 1.20416 -0.57385 1.56703 -0.25 -0.38 -0.41 0.0027
N -1.25569 -0.54813 -1.57109 0.37 -0.25 0.50 0.1375
N 0.88538 -2.04773 -3.00535 -0.15 0.02 0.17 0.0009
C -1.92626 0.89195 5.53263 0.15 -0.02 0.05 0.0003
C -2.91979 1.54177 -0.13389 0.10 0.01 0.09 0.0001
C 3.51280 5.73930 1.02391 0.03 0.02 0.00 0.0005
H 4.89894 3.65169 2.08687 0.00 0.00 0.01 -0.0001
C 3.73926 1.97491 1.45669 0.00 0.05 0.10 0.0019
H 0.15785 0.44442 5.77179 0.00 -0.01 0.06 0.0000
H 1.44740 -3.10744 0.21758 0.05 -0.13 -0.06 0.0004
C -2.71855 0.92618 3.26480 0.17 -0.25 0.14 -0.0001
C 1.78819 2.48610 0.11951 -0.03 0.00 -0.17 0.0020
C 0.54224 -2.76620 -4.05213 0.02 -0.06 -0.12 0.0001
H -0.42111 2.79599 1.77031 -0.02 -0.06 0.03 0.0000
H -2.83102 -1.50805 2.27259 0.05 0.11 0.01 0.0000
H 0.81583 -2.68857 -1.23888 0.05 0.14 -0.05 -0.0002
H -3.47654 0.63332 -0.30056 0.04 -0.08 -0.04 0.0001
H 3.79337 1.01272 -1.29666 -0.05 -0.02 0.08 0.0001
C 1.23130 -2.75893 -5.27291 0.02 0.04 0.04 -0.0001
H 3.30938 6.25156 0.08448 -0.02 -0.01 -0.01 0.0001
C -2.52351 -1.14864 -2.03432 -0.26 -0.19 0.33 0.0094
H -0.57524 -1.72470 2.98130 -0.01 0.29 0.18 0.0017
H -3.97448 -2.59965 -1.34148 0.08 -0.06 0.03 0.0015
H 0.89209 -3.37462 -6.09283 0.00 0.00 -0.01 0.0000
S 2.31802 -0.15636 0.59444 0.60 0.36 -0.77 0.0060
H 1.46795 4.55166 -0.30514 -0.01 -0.01 0.02 -0.0001
H -2.10738 1.01824 6.59083 0.00 0.00 0.01 0.0000
H 0.27673 -4.92818 -0.97485 -0.09 -0.01 -0.03 0.0000
C -1.82624 1.54694 0.72676 0.68 -0.22 0.01 -0.0008
H -1.23457 4.88505 0.77243 -0.02 0.06 0.00 0.0000
H -0.33123 -3.40351 -3.94655 0.00 -0.02 0.03 0.0000
C 2.74049 -1.16597 -4.27802 0.01 0.02 -0.03 0.0000
O 3.55644 -0.82907 0.83050 -0.29 -0.15 0.18 0.0050
H -3.20668 -0.37733 -2.38947 0.00 0.00 0.11 0.0016
C 2.33185 -1.95794 -5.37357 -0.02 -0.04 -0.01 0.0001
N -2.21169 -2.74678 -0.15997 0.90 0.72 0.07 0.0689
H 4.38911 1.24391 1.91568 0.02 -0.01 0.02 0.0001
H -1.28990 0.46471 -1.59135 -0.11 0.20 0.24 0.0019
H 5.08865 1.06816 -3.31452 0.01 -0.01 -0.01 0.0002
H -2.42122 -4.33880 1.19902 -0.01 -0.01 -0.02 0.0000
H -0.36127 -4.62739 0.62647 -0.02 -0.03 -0.02 0.0000
H -0.51953 -0.86096 -2.20185 0.31 -0.02 0.03 0.0013
C 4.02098 3.32776 1.54323 0.03 -0.09 0.00 0.0000
Ir -0.38131 -1.22034 0.49978 -0.66 -0.87 -1.00 0.6301
C -1.70168 3.94771 0.50170 -0.03 0.03 0.02 -0.0001
H 4.55274 5.91254 1.29243 0.01 -0.01 0.01 0.0000
C -0.41056 0.39997 3.71785 -0.09 -0.01 -0.14 0.0006
C 3.20747 4.27497 0.92325 -0.02 -0.01 0.01 0.0029
H 0.94442 2.15356 -0.47063 -0.02 0.01 0.05 -0.0001
H -2.59114 -2.97432 3.22064 0.05 -0.02 -0.04 -0.0009
H -3.87143 -3.37659 1.02147 0.02 0.06 -0.01 0.0021
H -3.12585 4.84881 -0.83113 0.00 0.01 -0.02 0.0000
C -0.66033 0.55759 5.07369 -0.26 0.07 0.32 0.0000
C 3.46298 0.37418 -2.10028 -0.12 -0.02 0.01 0.0054
C 2.35100 -0.43162 -1.96216 -0.08 0.38 -0.16 0.0105
C -1.44574 0.55953 2.79155 -0.09 -0.38 -0.17 0.0002
C -2.78341 -3.31666 1.08714 0.09 -0.01 0.12 0.0024
C 2.61388 1.56434 0.74902 -0.08 -0.14 0.41 -0.0003
N -0.88886 -2.25980 2.16714 -0.11 0.19 0.35 -0.0055
C -1.57533 -3.80077 -0.97915 0.27 -0.13 0.07 0.0029
H 2.90730 -1.91650 -6.28973 0.00 0.00 -0.01 0.0000
H 2.89037 6.20238 1.79231 -0.01 -0.01 0.00 0.0002
H -2.23149 -4.67104 -1.07922 -0.03 0.07 0.06 0.0018
C -3.37619 2.72242 -0.70125 0.01 0.26 -0.05 0.0000
H -2.30369 -1.77675 -2.89741 -0.02 -0.05 0.03 0.0010
H 4.45079 -0.31112 -5.27963 0.00 0.02 -0.01 0.0001
C -2.95355 1.08623 4.61522 0.10 0.03 0.08 0.0001
C 3.87710 -0.33351 -4.36321 -0.01 0.03 0.13 0.0018
H -1.39830 -3.40488 -1.97679 0.02 0.02 0.01 0.0000
H -3.94286 1.36297 4.95265 -0.02 0.02 0.04 0.0000
C -2.35409 -2.48393 2.27443 -0.31 -0.09 -0.03 0.0048
H -0.38861 -3.14584 2.18977 0.00 -0.06 0.02 0.0005
```
Positions in Å, forces in eV/Å.

**Multiplicity**: 2
**<S²>**: 0.7619
**Total charge**: +2

---

Entry 2:
The following is a DFT calculation (ωB97M-V/def2-TZVPD) of a molecular structure, C34H41N5O2Y.

```
83
Properties=species:S:1:pos:R:3:forces:R:3:lowdin_charge:R:1
H 2.11741 -0.60690 4.42413 0.05 0.05 -0.02 0.1336
C -3.52699 0.32500 -1.57767 0.25 -0.06 0.41 -0.1489
C 5.52931 -0.52080 -1.98457 0.02 0.07 0.00 -0.0500
H 2.10451 3.50780 -2.84737 -0.05 0.12 -0.01 0.0757
C -5.11349 -1.86650 -0.94647 0.11 0.06 -0.01 -0.0187
O -3.46479 0.43840 2.11003 0.24 -0.23 0.19 0.1093
H 2.54921 -2.50870 0.78243 0.19 -0.05 -0.05 0.1204
H -2.03179 1.76370 -1.08467 -0.23 -0.02 -0.10 0.0722
C -0.68389 4.28070 1.96613 0.06 -0.01 -0.28 -0.0408
C -0.59029 4.86970 0.72503 -0.01 -0.18 0.05 -0.0218
C -3.38769 2.72560 -2.40777 0.23 -0.12 0.17 -0.0477
H -0.54699 2.25980 2.51853 0.05 0.06 -0.26 0.1437
H -3.53039 -4.21390 -0.46667 -0.03 -0.08 -0.08 0.0860
C 3.58381 -2.66580 0.45043 0.10 -0.14 0.09 -0.3735
H 5.00751 1.36720 -2.79867 0.00 0.15 -0.11 0.1066
H -4.17089 2.95900 -1.69367 -0.09 0.05 0.08 0.0963
H 4.12461 -3.52110 2.36023 0.03 -0.15 0.09 0.0826
H -2.71229 3.57610 -2.46957 0.05 0.13 -0.06 0.0736
H -0.21029 3.86460 -1.21477 0.03 -0.14 -0.14 0.1170
C -5.43349 -1.07330 -2.03107 0.02 0.08 -0.06 -0.0497
H 3.90411 3.14610 -0.24557 0.08 -0.01 0.01 0.1044
N -0.50769 2.96550 1.79473 0.03 0.09 0.29 0.0287
C 1.17181 -0.44840 3.92743 0.04 0.10 -0.34 0.0494
C -4.78749 -3.04290 1.76983 0.23 0.15 -0.01 -0.0519
C 4.71131 0.58650 -2.11937 -0.06 0.01 -0.01 -0.0274
C -3.22029 -0.47330 -0.46507 -0.50 0.09 -0.41 -0.1687
H -0.84819 4.70750 2.93343 -0.09 0.04 0.25 0.1323
H 4.63951 -4.23820 -0.62317 0.11 -0.04 -0.05 0.0745
H -6.29489 -1.30930 -2.63527 -0.11 0.00 -0.07 0.1102
C -1.23799 -0.31090 3.92343 -0.07 0.20 -0.41 0.0407
N 2.05931 -0.22230 0.34723 -0.34 -0.07 0.14 -0.0796
C 3.62401 -3.97860 -0.33777 -0.19 0.17 0.13 -0.0593
H -2.20299 -0.35350 4.40543 -0.03 0.02 0.06 0.1334
O 3.46031 0.13200 2.14403 -0.31 -0.05 0.19 0.0921
Y -0.02259 0.29870 -0.23897 -0.03 0.95 -2.21 1.6394
C 4.48571 -2.75010 1.68373 -0.18 0.08 0.05 -0.0466
H -1.06239 0.13000 -2.77447 -0.13 0.10 -0.22 0.0612
C -4.01149 -1.59060 -0.15327 0.21 0.15 -0.03 -0.1390
C 3.98891 -1.49750 -0.41477 -0.31 0.17 -0.03 -0.1370
C 5.16281 -1.55510 -1.14987 -0.02 0.08 -0.04 -0.0181
H 1.56871 1.56960 -1.49917 0.61 0.37 -0.19 0.0706
H 5.50291 -2.99330 1.39053 0.16 -0.09 -0.04 0.0846
H -3.84149 2.59270 -3.38397 -0.09 -0.03 -0.16 0.0810
H 2.83771 2.11420 -3.64447 0.04 -0.01 -0.13 0.0900
H 3.02051 -3.90710 -1.24107 -0.03 -0.06 -0.10 0.0822
C 2.65111 1.92470 -1.48637 -0.04 0.08 0.26 -0.3791
H -0.69169 5.90940 0.49543 0.01 0.19 -0.08 0.1103
C -0.03949 -0.49150 4.60673 -0.02 -0.06 -0.18 0.0048
H -5.72239 -2.72610 -0.72507 -0.13 -0.15 0.06 0.1142
H -0.99899 1.82300 -3.38527 0.14 -0.05 -0.06 0.0810
H -4.42339 -3.60170 2.62973 -0.03 -0.08 0.06 0.0827
C -4.63719 0.01060 -2.34787 -0.02 -0.07 0.04 -0.0306
H -5.36049 -2.19080 2.12453 -0.13 0.04 0.09 0.0892
C 2.87151 2.74170 -2.75757 -0.32 -0.28 0.10 -0.0647
C -2.62359 1.47500 -1.97117 0.07 -0.16 -0.07 -0.3970
N -2.09389 -0.18350 0.35593 0.08 -0.34 0.24 -0.0723
H 6.45001 -0.57680 -2.54227 0.12 -0.01 -0.08 0.1104
C -2.88079 -3.73250 0.26053 0.06 0.16 0.21 -0.0450
C 2.36441 -0.09020 1.66193 0.35 0.09 0.40 -0.4965
N -0.00889 -0.01110 1.92603 -0.01 -0.38 1.01 -0.0222
H -2.89879 -2.07770 1.60903 -0.14 -0.16 -0.09 0.1075
C -2.39299 0.09030 1.65143 -0.26 0.28 0.37 -0.5144
H -1.98279 -3.38510 -0.25547 0.01 -0.04 -0.06 0.0729
H 3.83451 3.24320 -2.71067 0.08 0.03 -0.05 0.0893
C -1.17999 -0.07470 2.55713 -0.38 -0.06 0.48 -0.1901
C -3.60699 -2.56120 0.93083 0.02 -0.13 -0.03 -0.3756
C -0.34869 3.81160 -0.14957 -0.08 0.03 0.15 -0.1461
H 2.23341 3.71600 -0.31647 0.08 0.03 0.00 0.0649
N -0.29459 2.64780 0.50323 -0.02 -0.29 -0.09 -0.0571
H 5.80761 -2.41420 -1.06627 0.06 -0.18 0.01 0.1159
C -1.66509 1.01120 -3.08547 0.03 0.21 0.41 -0.0540
C 3.53941 0.69640 -1.38497 -0.31 -0.23 0.11 -0.1429
H 3.23411 -4.78860 0.27493 -0.02 -0.10 0.03 0.0811
H -4.89099 0.62180 -3.19737 -0.04 0.12 -0.18 0.1118
H -0.05719 -0.68290 5.66683 0.03 -0.04 0.17 0.1231
C 2.86381 2.82790 -0.26457 -0.23 -0.10 -0.01 -0.0455
H -2.58609 -4.46650 1.00513 0.07 -0.17 0.07 0.0808
H 2.65501 2.30480 0.66853 0.09 0.07 0.00 0.0654
H -2.24149 0.70510 -3.95917 0.13 -0.14 0.01 0.0989
H -5.43969 -3.69720 1.19953 -0.13 -0.09 -0.05 0.0750
C 1.14531 -0.19990 2.55973 0.29 0.09 0.42 -0.1438
C 3.20001 -0.34040 -0.50127 0.44 -0.04 -0.29 -0.1765
H 4.50281 -1.80040 2.21183 0.09 -0.07 0.04 0.0614
```
Positions in Å, forces in eV/Å.

**Total charge**: +1

---

Entry 3:
The following is a DFT calculation (ωB97M-V/def2-TZVPD) of a molecular structure, C34H42AuN4P2Si2.

```
85
Properties=species:S:1:pos:R:3:forces:R:3:lowdin_charge:R:1
C -1.65357 -0.85311 4.52458 0.63 0.43 -0.32 -0.1632
H -6.29083 -2.58878 -2.44605 -0.10 -0.01 0.00 0.1117
H 2.18950 -1.01637 3.73785 0.09 -0.09 -0.25 0.0059
C 1.81138 -3.26815 -5.13295 -0.10 0.02 -0.01 -0.0592
C -1.46262 2.70248 -2.49038 0.40 -0.68 -0.37 -0.1720
H -1.60959 -1.93733 4.55239 -0.01 -0.20 0.03 0.0096
H -1.98532 1.15581 -5.21072 0.00 0.25 -0.01 0.0392
H 1.19029 2.17673 -4.43531 0.00 0.19 -0.21 0.0282
C 3.72069 -0.40693 1.19007 0.13 0.12 0.16 -0.1250
Si -0.18008 -0.14601 3.53959 -0.30 -0.28 -0.22 0.3821
H 1.60765 0.51065 -4.08164 0.00 -0.22 -0.05 0.0177
H 4.07885 2.16087 3.16415 -0.06 0.12 0.12 0.1303
H 1.77914 1.74110 -2.84309 0.06 0.08 0.18 0.0069
C 0.44653 -3.16592 -5.34652 -0.06 -0.06 -0.13 -0.0595
N 2.58498 0.25822 1.04035 -0.18 -0.25 -0.47 -0.1467
N 2.66515 1.33285 1.82546 -0.04 0.26 0.28 0.0152
H -2.24433 -3.94447 -2.69390 -0.03 -0.06 -0.04 0.1121
H 0.35263 2.25282 4.04355 0.16 0.18 0.16 0.0183
H -2.60111 -0.57196 4.07568 -0.12 0.07 -0.06 0.0170
C 0.41745 -3.93143 3.32992 -0.19 -0.02 -0.01 -0.0885
C -3.45646 -0.95679 -1.62273 0.06 -0.03 -0.10 -0.1038
C 2.35140 -2.86442 -3.92235 0.07 0.04 0.01 -0.0640
C -4.86381 -3.08023 2.27248 0.05 0.02 -0.04 -0.0617
H -1.96407 -4.77800 1.84442 0.06 -0.03 0.03 0.1087
C -2.53922 -1.94069 -1.97587 0.51 -0.05 0.13 -0.3059
H 2.45057 -3.66095 -5.90816 0.07 -0.02 -0.09 0.1113
H -0.49366 -3.69233 3.86144 -0.02 -0.02 0.09 0.0963
H 1.22997 -5.10540 4.91779 -0.02 -0.06 0.09 0.1111
H -1.08217 -0.34049 -5.11902 0.09 -0.03 -0.04 0.0151
H 3.90183 -1.33062 0.67857 -0.06 -0.13 -0.22 0.1117
C 0.14789 -2.30552 -3.12602 -0.21 0.13 0.15 -0.2953
C -4.32098 -3.39818 -2.62406 -0.07 -0.14 -0.04 -0.0572
H -2.55345 -0.13747 -4.17297 -0.16 -0.05 0.02 0.0203
H -5.11966 -0.96809 1.99869 -0.07 0.06 -0.02 0.1117
C 0.00345 -2.18132 -0.36224 0.53 1.36 -0.16 -0.2417
Si -0.63922 1.10284 -3.10694 0.42 0.87 -0.20 0.4141
P -0.79345 -1.55376 -1.77122 -0.60 -0.19 -0.91 0.6910
C 1.52449 -2.37523 -2.92963 0.16 -0.06 0.03 -0.1077
C -0.37152 1.75364 3.40636 0.28 -0.60 0.26 -0.1807
C 1.78803 -3.73854 1.36630 0.02 -0.06 -0.20 -0.1038
C -4.43180 -1.79962 1.95927 -0.01 0.01 -0.02 -0.0708
C -4.80760 -1.19363 -1.78412 -0.09 0.00 -0.06 -0.0601
N -0.57321 0.04925 -1.68311 0.25 -0.68 0.34 -0.3762
H 1.88089 0.18685 4.96414 0.05 0.22 0.22 0.0185
H 3.41550 -2.93244 -3.75426 0.09 0.01 0.02 0.1096
C -2.96684 -3.17674 -2.45044 0.01 0.06 0.04 -0.0792
H 1.93992 -2.04524 -1.98567 0.06 -0.09 -0.04 0.0663
H 5.53388 -0.02847 2.40010 0.13 -0.03 0.12 0.1066
H -4.66312 -4.33723 -3.03389 -0.03 -0.07 0.04 0.1120
H -5.89164 -3.24692 2.55785 -0.08 -0.04 0.02 0.1093
H -0.25542 2.13112 2.39275 -0.03 -0.05 -0.24 0.0011
H -2.53184 2.57497 -2.35734 -0.22 -0.10 0.03 0.0225
C -0.38828 -2.69060 -4.34830 -0.07 -0.08 0.06 -0.1005
C 2.74138 -4.55331 1.94699 0.11 -0.03 0.08 -0.0709
H -1.64398 -0.49251 5.54756 0.02 0.08 0.27 0.0315
C -5.23718 -2.40919 -2.29615 0.04 -0.01 -0.01 -0.0531
H -1.31669 3.49007 -3.22070 0.02 0.23 -0.19 0.0275
H 0.02577 -3.45834 -6.29684 -0.03 -0.06 -0.07 0.1125
H -4.32477 -5.14060 2.45571 -0.01 -0.06 0.00 0.1087
C 0.61403 -3.43876 2.04625 -0.18 0.17 -0.34 -0.2909
H -1.45337 -2.62716 -4.52153 -0.01 0.02 -0.05 0.1007
H -1.04646 3.04013 -1.54784 0.15 0.02 0.21 0.0186
C 2.53966 -5.04808 3.22556 0.04 0.05 -0.02 -0.0660
C 1.43798 -0.64428 4.42722 -0.54 0.24 -0.33 -0.1663
H 1.86430 1.93875 1.92059 0.05 0.01 0.08 0.1301
C 4.54865 0.25871 2.09489 -0.15 0.10 0.03 -0.0343
C -3.10916 -1.58813 1.62154 -0.07 0.00 -0.01 -0.1261
H 1.92457 -3.33189 0.36994 0.09 -0.15 0.08 0.0700
C 1.15720 1.40934 -3.66995 -0.83 -0.07 0.21 -0.1755
H -3.08770 -0.01217 -1.25228 -0.05 0.14 0.07 0.0982
P -0.47540 -2.18937 1.31150 -0.49 0.74 2.13 0.6782
N -0.22202 -0.73856 1.91103 -0.16 -0.66 -0.18 -0.3108
Au 0.94893 0.04196 -0.25230 -0.39 -0.28 -0.59 0.9381
C -2.21453 -2.65142 1.60633 0.68 -0.15 -0.37 -0.2904
H 1.24242 -1.43578 5.14418 -0.05 -0.13 0.15 0.0219
H -1.35138 2.06772 3.75262 -0.20 0.02 0.00 0.0257
H 3.64085 -4.80245 1.40531 0.11 -0.03 -0.05 0.1062
H -5.52672 -0.42885 -1.53341 -0.06 0.07 0.05 0.1130
C 1.38166 -4.73112 3.91722 -0.07 0.00 0.09 -0.0634
C -3.97821 -4.14481 2.21848 -0.06 -0.21 0.05 -0.0667
H -2.73550 -0.60011 1.39357 -0.05 0.13 0.05 0.1008
C -1.66230 0.36844 -4.53546 0.39 0.05 0.61 -0.1478
H 3.28758 -5.67256 3.68750 0.08 -0.10 0.05 0.1087
C 3.82846 1.36588 2.48961 0.26 -0.15 -0.11 -0.0630
C -2.64860 -3.94147 1.87990 -0.12 0.03 -0.02 -0.0738
```
Positions in Å, forces in eV/Å.

**Total charge**: +1

---

Electronic energy values (in a.u.) by entry order: -2355.945097; -1782.723236; -2937.041767.
Strongest force on any atom values (in Eh/bohr) by entry order: 0.029; 0.047; 0.045.